17
Properties=species:S:1:pos:R:3:lowdin_charge:R:1 method="wB97M-V/def2-TZVPD" e_tot_ha=-380.300609 e_homo_ev=-9.5 e_above_lowest_kcal_mol=22.6 e_lumo_ev=0.68 gap_ev=10.210
O 0.998 1.405 -1.230 -0.030
O -0.189 -0.415 -1.699 0.004
N -1.958 -1.217 0.946 0.002
N 1.357 0.360 0.981 0.055
C -1.039 -0.116 1.251 -0.288
C 0.365 -0.690 1.299 -0.221
C 0.400 0.586 -2.026 -0.487
H 2.286 -0.031 0.874 0.126
H 0.428 -1.419 0.506 0.104
H -1.326 0.318 2.207 0.110
H 1.086 0.871 -0.187 0.032
H 0.594 -1.162 2.251 0.115
H -1.050 0.671 0.491 0.101
H -2.909 -0.872 1.028 0.066
H -1.850 -1.427 -0.035 0.053
H 1.384 1.067 1.720 0.134
H 0.501 0.846 -3.091 0.125

---

17
Properties=species:S:1:pos:R:3:lowdin_charge:R:1 method="wB97M-V/def2-TZVPD" e_tot_ha=-380.128145 smiles="[O-]/[NH+]=C/O.C=C.N" e_homo_ev="-8.1 / -8.1" e_above_lowest_kcal_mol=130.8 e_lumo_ev="0.34 / 0.34" gap_ev="8.443 / 8.445"
O -1.135 0.354 1.702 -0.144
O -0.063 2.953 -0.384 0.037
N -3.591 -4.163 -1.546 -0.045
N -0.938 1.477 1.178 -0.181
C 3.132 -0.055 0.765 -0.065
C 2.800 1.037 0.208 -0.118
C -0.061 1.754 0.231 -0.171
H 3.546 -0.040 1.685 0.018
H 0.664 0.975 0.039 0.095
H -2.772 -4.644 -1.996 0.015
H -0.885 3.446 -0.170 0.122
H -3.277 -3.395 -0.914 0.010
H 3.239 -1.022 0.232 0.083
H -4.223 -3.777 -2.305 0.020
H 2.440 0.897 -0.856 0.091
H -1.634 2.217 1.503 0.185
H 2.758 1.986 0.629 0.049

---

18
Properties=species:S:1:pos:R:3:lowdin_charge:R:1 method="wB97M-V/def2-TZVPD" e_tot_ha=-778.483610 smiles="NC(=O)[C@@H](N)CS.O" e_homo_ev=-8.8 e_above_lowest_kcal_mol=26.4 e_lumo_ev=0.68 gap_ev=9.457
S 0.912 -2.389 0.689 0.661
O -3.412 -0.352 0.718 -0.039
O -0.724 1.519 -1.360 0.065
N 0.188 0.976 1.316 0.053
N 1.491 2.083 -1.515 0.162
C 0.432 1.349 -1.064 -0.519
C 0.069 -0.978 -0.174 -0.511
C 0.750 0.340 0.095 -0.395
H 2.403 1.647 -1.497 0.100
H -0.749 1.338 1.238 0.070
H 1.372 2.672 -2.330 0.109
H -3.511 0.519 0.381 0.017
H -0.117 -1.250 -1.207 0.076
H -3.104 -0.361 1.626 0.038
H 1.806 0.288 0.363 0.120
H 0.910 1.628 1.587 0.073
H 1.305 -1.672 1.791 -0.134
H -0.983 -1.032 0.154 0.053

---

19
Properties=species:S:1:pos:R:3:lowdin_charge:R:1 method="wB97M-V/def2-TZVPD" e_tot_ha=-1176.694560 smiles="NC(=O)[C@H](N)CSS.O" e_homo_ev=-9.0 e_above_lowest_kcal_mol=0.0 e_lumo_ev=0.57 gap_ev=9.529
S -2.402 2.548 -0.178 0.329
S -2.010 0.824 0.845 0.450
O 0.654 0.773 -0.976 0.033
O 0.784 -0.797 -4.068 -0.068
N 0.233 -1.377 1.843 0.037
N 1.131 -1.414 -0.699 0.184
C 0.750 -0.206 -0.257 -0.557
C 0.556 -0.084 1.247 -0.400
C -0.405 1.043 1.588 -0.538
H -2.977 3.297 0.783 -0.198
H 1.524 0.208 1.642 0.150
H 0.686 -0.066 -4.686 0.038
H 0.082 1.982 1.388 0.077
H -0.119 -0.954 -3.735 0.044
H 1.136 -1.565 -1.704 0.101
H -0.491 1.087 2.678 0.076
H 0.285 -1.383 2.848 0.078
H -0.635 -1.751 1.479 0.075
H 1.220 -2.164 -0.039 0.089

---

18
Properties=species:S:1:pos:R:3:lowdin_charge:R:1 method="wB97M-V/def2-TZVPD" e_tot_ha=-455.511883 smiles="NC(=O)[C@@H](N)CO.O" e_homo_ev=-9.1 e_above_lowest_kcal_mol=37.5 e_lumo_ev=0.79 gap_ev=9.882
O -0.540 -2.780 0.249 0.026
O 1.503 -0.935 -0.997 -0.014
O -2.388 0.288 -0.334 -0.064
N 2.301 0.697 0.281 0.140
N 0.060 1.564 1.160 -0.002
C -1.073 0.442 -0.865 -0.210
C -0.096 0.291 0.363 -0.255
C 1.289 -0.042 -0.150 -0.543
H -1.037 1.419 -1.516 0.144
H -0.997 -3.040 -0.478 -0.007
H -0.499 2.447 0.928 0.120
H 0.321 -2.729 -0.045 -0.013
H 3.265 0.340 0.088 0.142
H -0.376 -0.592 1.041 0.159
H -3.048 -0.010 -0.938 0.070
H 2.044 1.580 0.783 0.107
H 0.010 1.264 2.149 0.088
H -0.741 -0.202 -1.720 0.115

---

18
Properties=species:S:1:pos:R:3:lowdin_charge:R:1 method="wB97M-V/def2-TZVPD" e_tot_ha=-455.389496 smiles=NOCC(O)CON e_homo_ev=-9.7 e_above_lowest_kcal_mol=114.3 e_lumo_ev=0.95 gap_ev=10.688
O -0.206 1.912 -0.997 -0.024
O -1.484 -0.559 -0.439 -0.208
O 1.433 -0.642 -0.299 -0.189
N -2.583 -1.381 -0.122 0.050
N 2.780 -1.082 -0.240 0.041
C -1.293 0.434 0.567 -0.176
C -0.066 1.252 0.263 -0.330
C 1.287 0.536 0.442 -0.193
H 2.783 -1.994 0.169 0.073
H -2.163 1.097 0.559 0.127
H -3.216 -1.116 -0.815 0.060
H 1.995 1.212 0.018 0.107
H 3.086 -1.151 -1.190 0.075
H 1.556 0.443 1.509 0.131
H 0.001 2.055 1.007 0.151
H -0.516 1.303 -1.690 0.099
H -2.209 -2.302 -0.281 0.086
H -1.187 -0.016 1.540 0.121

---

18
Properties=species:S:1:pos:R:3:lowdin_charge:R:1 method="wB97M-V/def2-TZVPD" e_tot_ha=-455.198427 spin_multiplicity=2 e_homo_ev="-14.3 / -14.3" e_above_lowest_kcal_mol=24.8 e_lumo_ev="-4.59 / -8.78" charge=+1 gap_ev="9.713 / 5.503"
O 2.148 0.947 -0.186 -0.120
O -0.639 2.536 -1.109 -0.044
O 0.539 1.100 1.873 -0.089
N -1.370 -1.806 0.439 0.172
N 0.517 -0.912 -0.281 0.095
C -0.156 -1.316 -1.344 0.078
C -0.193 -1.175 0.805 0.024
C -1.372 -1.912 -0.867 0.079
H 0.848 1.786 2.493 0.079
H 0.127 -1.188 1.831 0.163
H 1.292 1.046 1.243 -0.013
H 0.302 -1.276 -2.316 0.159
H -2.167 -2.340 -1.460 0.164
H 1.481 0.119 -0.196 -0.023
H 1.806 1.451 -0.949 0.053
H -0.750 3.224 -0.447 0.053
H -2.125 -2.124 1.031 0.199
H -0.288 1.838 -0.559 -0.027

---

19
Properties=species:S:1:pos:R:3:lowdin_charge:R:1 method="wB97M-V/def2-TZVPD" e_tot_ha=-797.015551 smiles="CNC[C@H](N)[P@@](=O)([O-])O" e_homo_ev=-4.6 e_above_lowest_kcal_mol=24.0 e_lumo_ev=3.46 charge=-1 gap_ev=8.097
P 1.399 -2.154 0.820 0.245
O 2.032 -2.827 2.008 -0.387
O -0.121 -2.716 0.814 -0.223
O 1.859 -2.237 -0.607 -0.375
N 2.537 -0.003 1.209 -0.026
N -0.983 -0.160 -0.225 -0.161
C -1.904 0.440 -1.191 -0.117
C 0.341 0.316 -0.120 -0.278
C 1.126 -0.291 1.090 -0.401
H 2.792 0.954 1.337 0.045
H -1.470 0.339 -2.201 0.077
H -2.798 -0.022 -1.053 0.035
H 0.737 0.078 -1.113 0.110
H -1.451 -0.303 0.611 0.078
H 0.359 1.428 0.080 0.107
H 2.929 -0.337 0.357 0.039
H 0.555 0.083 1.951 0.113
H -0.499 -2.355 -0.015 0.036
H -1.890 1.578 -1.138 0.081

---

17
Properties=species:S:1:pos:R:3:lowdin_charge:R:1 method="wB97M-V/def2-TZVPD" e_tot_ha=-703.026120 spin_multiplicity=3 e_homo_ev="-8.4 / -8.4" e_above_lowest_kcal_mol=10.0 e_lumo_ev="0.78 / -1.46" gap_ev="9.159 / 6.922"
S -1.089 -0.113 0.181 0.848
O -3.569 0.847 -0.465 -0.156
N -1.255 -1.561 -0.730 -0.193
N -0.759 -0.448 1.640 -0.320
C 1.578 -0.656 -0.026 -0.130
C 0.859 1.773 0.082 -0.122
C 0.575 0.388 -0.463 -0.547
H -1.545 -0.648 2.237 -0.011
H 1.595 -0.712 1.060 0.064
H -1.736 -1.351 -1.597 0.037
H 2.573 -0.395 -0.383 0.081
H 1.785 2.159 -0.340 0.082
H 0.051 2.457 -0.170 0.072
H 0.957 1.738 1.163 0.075
H 1.308 -1.630 -0.423 0.063
H 0.461 0.406 -1.548 0.111
H -1.790 -2.254 -0.220 0.047

---

16
Properties=species:S:1:pos:R:3:lowdin_charge:R:1 method="wB97M-V/def2-TZVPD" e_tot_ha=-627.924710 spin_multiplicity=2 e_homo_ev="0.6 / -3.0" e_above_lowest_kcal_mol=18.0 e_lumo_ev="4.22 / 4.16" charge=-1 gap_ev="3.601 / 7.185"
S -1.256 1.304 1.101 0.297
N 2.121 0.503 0.643 -0.012
N 0.488 -1.010 1.257 -0.086
C -1.922 0.561 -0.463 -0.690
C -0.884 0.062 -1.490 -0.199
C 1.731 -0.750 0.951 -0.519
H 3.129 0.585 0.570 0.065
H 0.131 0.419 -1.336 0.035
H -1.182 0.530 -2.437 0.044
H -0.881 -1.017 -1.620 0.047
H 1.358 1.167 0.626 0.005
H -0.325 -0.118 1.416 -0.107
H -2.699 -0.147 -0.183 0.027
H 2.466 -1.528 0.778 0.040
H -2.450 1.396 -0.922 0.008
H 0.176 -1.958 1.108 0.045

---

16
Properties=species:S:1:pos:R:3:lowdin_charge:R:1 method="wB97M-V/def2-TZVPD" e_tot_ha=-627.969369 e_homo_ev=-7.3 e_above_lowest_kcal_mol=15.9 e_lumo_ev=0.45 gap_ev=7.734
S -0.638 0.896 -1.556 0.493
N -1.952 -0.277 2.968 0.115
N -0.645 -0.442 1.016 0.039
C 1.176 0.870 -1.719 -0.683
C 1.749 -0.509 -2.060 -0.196
C -1.615 0.019 1.700 -0.303
H 1.254 -0.933 -2.931 0.057
H 1.634 1.233 -0.803 0.047
H -0.013 -1.101 1.438 0.092
H -2.630 0.292 3.433 0.096
H -1.318 -0.796 3.545 0.102
H -2.272 0.723 1.188 0.133
H 1.443 1.582 -2.487 0.039
H 2.814 -0.443 -2.271 0.059
H -0.587 0.089 -0.224 -0.138
H 1.599 -1.202 -1.237 0.048

---

16
Properties=species:S:1:pos:R:3:lowdin_charge:R:1 method="wB97M-V/def2-TZVPD" e_tot_ha=-627.949159 smiles="[H]/N=C/N.CSC" e_homo_ev=-8.3 e_above_lowest_kcal_mol=28.5 e_lumo_ev=0.91 gap_ev=9.193
S -1.922 0.581 1.916 0.690
N 2.990 0.272 -3.249 0.020
N 1.241 -1.185 -3.593 0.044
C -1.693 1.607 3.345 -0.486
C 1.835 0.066 -3.777 -0.383
C -1.346 -1.116 2.340 -0.399
H 1.520 0.660 -4.614 0.100
H 0.422 -1.557 -4.059 0.080
H -0.247 -0.968 2.310 0.028
H 3.193 1.305 -3.392 0.052
H -0.650 1.279 3.608 0.032
H -1.626 -1.377 3.347 0.023
H -1.607 2.677 3.186 0.028
H -2.328 1.460 4.259 0.049
H -1.677 -1.839 1.585 0.035
H 1.894 -1.866 -3.212 0.087